[1]
# C25H35AsN3O4PRuS5

A structure of composition C25H35AsN3O4PRuS5 (ωB97M-V/def2-TZVPD, the OMol25 dataset).

The calculation puts the gap between HOMO and LUMO (alpha / beta) at 7.08 / 4.37 eV. The calculation puts the HOMO energy (alpha / beta) at -0.3652 / -0.3839 Ha.

ORCA input file:
```
! RIJCOSX wB97M-V def2-TZVPD def2/J DEFGRID3
* xyz 1 6
Ru 1.85 0.17 0.03
C -3.28 -6.17 3.74
C -2.39 -5.20 3.04
C -1.54 -5.61 2.01
C -0.67 -4.74 1.39
C 0.17 -5.24 0.26
C -0.62 -3.39 1.83
C 0.41 -2.52 1.31
O 0.61 -1.35 1.63
C -1.53 -2.95 2.81
C -1.59 -1.52 3.25
C -2.39 -3.86 3.40
H -3.24 -7.16 3.29
H -4.32 -5.83 3.72
H -2.99 -6.25 4.79
H -1.57 -6.65 1.69
H -0.10 -6.26 0.01
H 1.23 -5.22 0.52
H 0.04 -4.62 -0.63
H 1.10 -2.99 0.58
H -1.56 -0.86 2.39
H -0.73 -1.29 3.87
H -2.49 -1.34 3.82
H -3.07 -3.52 4.16
C 1.61 4.55 -0.60
As 3.09 3.34 -1.04
C 4.42 2.98 0.34
C 4.06 4.42 -2.35
S 2.54 1.56 -2.04
H 2.02 5.42 -0.08
H 0.86 4.06 0.01
H 1.16 4.88 -1.55
H 4.55 3.84 1.00
H 5.36 2.77 -0.17
H 4.11 2.11 0.92
H 4.40 5.35 -1.88
H 3.41 4.66 -3.20
H 4.92 3.86 -2.72
C 1.95 3.77 3.11
O 1.95 2.98 1.92
P 1.04 1.61 1.78
O -0.47 2.13 1.73
C -1.35 2.43 2.82
O 1.10 1.02 3.27
C 2.16 0.16 3.68
H 1.27 4.62 3.01
H 2.97 4.13 3.27
H 1.65 3.17 3.97
H -2.36 2.27 2.44
H -1.24 3.47 3.12
H -1.17 1.77 3.67
H 1.73 -0.67 4.23
H 2.85 0.71 4.32
H 2.71 -0.24 2.82
S 6.40 -0.70 0.48
C 4.82 -0.75 0.41
N 3.64 -0.80 0.40
S -2.26 3.51 -3.77
C -1.79 2.01 -3.25
S -0.89 1.75 -1.77
C -0.67 0.04 -2.28
N -1.31 -0.22 -3.36
N -1.94 0.82 -3.89
C -2.70 0.58 -5.06
C -3.83 1.32 -5.37
C -4.53 1.05 -6.53
C -4.12 0.02 -7.37
C -3.02 -0.75 -7.03
C -2.30 -0.47 -5.88
S 0.23 -1.09 -1.42
H -4.18 2.10 -4.71
H -5.40 1.63 -6.78
H -4.66 -0.18 -8.28
H -2.71 -1.57 -7.66
H -1.43 -1.04 -5.61
*
```

So, what does the Löwdin scheme give us? The charges, in e, come out as: 0.70, -0.03, -0.24, 0.01, -0.19, -0.04, -0.10, -0.24, -0.15, -0.18, -0.03, 0.00, 0.08, 0.09, 0.09, 0.12, 0.08, 0.09, 0.08, 0.10, 0.08, 0.09, 0.09, 0.12, -0.23, 0.73, -0.24, -0.26, 0.11, 0.05, 0.00, 0.04, 0.04, 0.05, 0.00, 0.04, 0.04, 0.04, -0.09, -0.40, 0.69, -0.33, -0.07, -0.34, -0.10, 0.09, 0.09, 0.09, 0.10, 0.09, 0.08, 0.09, 0.10, 0.05, 0.62, -1.01, -0.14, 0.78, -1.02, 0.93, -1.04, 0.04, -0.11, -0.20, -0.04, -0.05, -0.05, -0.05, 0.00, 0.66, 0.07, 0.11, 0.11, 0.11, 0.11

=====

[2]
# C25H35BF6N10O3SbSiTi

A structure of composition C25H35BF6N10O3SbSiTi (ωB97M-V/def2-TZVPD, the OMol25 dataset).

The calculation puts the gap between HOMO and LUMO at 6.41 eV. The calculation puts the HOMO energy at -0.2130 Ha.

ORCA input file:
```
! RIJCOSX wB97M-V def2-TZVPD def2/J DEFGRID3
* xyz -1 1
Ti -0.76 0.97 1.02
N 3.24 1.31 0.63
C 2.78 1.96 1.87
C 1.95 1.11 2.82
O 2.46 0.70 3.86
N 0.63 0.80 2.50
C -0.22 0.33 3.60
C -1.20 -0.71 3.07
O -1.84 -1.41 3.82
O -1.29 -0.71 1.73
H 3.64 0.40 0.76
H 2.56 1.31 -0.11
H 2.22 2.86 1.62
H 3.66 2.23 2.46
H -0.83 1.15 3.98
H 0.35 -0.09 4.42
C 1.45 -2.96 2.05
C 1.92 -2.45 0.73
C 3.20 -2.66 0.16
C 3.12 -2.15 -1.11
N 1.87 -1.64 -1.27
N 1.14 -1.80 -0.13
B 1.12 -1.23 -2.54
N 1.12 0.26 -2.86
C 2.22 0.94 -3.26
C 1.86 2.26 -3.36
C 0.50 2.29 -2.99
C -0.40 3.49 -2.85
N 0.06 1.08 -2.70
N -0.36 -1.81 -2.27
C -0.55 -3.10 -2.43
C -1.66 -3.54 -1.72
C -2.18 -2.44 -1.10
C -3.36 -2.33 -0.21
N -1.38 -1.39 -1.45
N 1.63 -1.94 -3.81
C 1.09 -1.70 -5.03
C 1.74 -2.49 -5.94
C 2.70 -3.20 -5.18
C 3.71 -4.20 -5.66
N 2.62 -2.87 -3.90
H 1.80 -3.99 2.17
H 0.37 -2.96 2.10
H 1.85 -2.38 2.88
H 4.05 -3.14 0.63
H 3.83 -2.15 -1.91
H 3.16 0.44 -3.45
H 2.48 3.09 -3.64
H -0.67 3.91 -3.82
H 0.11 4.26 -2.27
H -1.30 3.20 -2.32
H 0.16 -3.67 -3.02
H -2.06 -4.54 -1.68
H -3.92 -3.25 -0.24
H -4.00 -1.50 -0.50
H -3.02 -2.14 0.81
H 0.29 -0.98 -5.15
H 1.57 -2.55 -7.01
H 3.50 -4.48 -6.69
H 3.69 -5.09 -5.04
H 4.71 -3.78 -5.61
C -4.00 3.31 -1.62
Si -4.00 1.65 -0.79
C -4.98 0.57 -1.97
C -4.80 1.64 0.86
C -2.29 0.83 -0.70
C -1.61 -0.12 -0.97
H -5.04 3.63 -1.72
H -3.56 3.24 -2.62
H -3.47 4.07 -1.05
H -5.96 1.03 -2.11
H -5.13 -0.45 -1.60
H -4.48 0.50 -2.95
H -5.89 1.65 0.76
H -4.48 2.52 1.44
H -4.50 0.75 1.43
F 0.28 1.86 -0.05
Sb -1.24 4.31 0.85
F 0.53 4.96 0.30
F -0.27 3.24 2.19
F -2.15 1.68 1.87
F -1.00 5.79 2.02
F -3.05 4.45 1.70
*
```

So, what does the Löwdin scheme give us? The charges, in e, come out as: 1.06, 0.03, -0.18, -0.46, 0.02, -0.07, -0.13, -0.57, 0.08, -0.19, 0.05, 0.03, 0.10, 0.11, 0.13, 0.12, -0.02, -0.34, -0.03, -0.09, 0.01, 0.13, -0.63, -0.02, -0.07, -0.01, -0.34, -0.03, 0.11, 0.14, -0.01, 0.04, -0.19, 0.03, 0.06, -0.03, -0.08, -0.03, -0.36, -0.05, 0.12, 0.08, 0.07, 0.08, 0.10, 0.10, 0.13, 0.10, 0.08, 0.07, 0.03, 0.14, 0.12, 0.10, 0.05, 0.09, 0.13, 0.09, 0.07, 0.07, 0.07, -0.19, 0.48, -0.17, -0.17, -0.08, -0.12, 0.05, 0.03, -0.02, 0.04, 0.01, 0.04, 0.04, 0.03, 0.04, -0.33, 1.50, -0.55, -0.45, -0.34, -0.46, -0.57

=====

[3]
# C25H35BF6N10O3SbSiTi

A structure of composition C25H35BF6N10O3SbSiTi (ωB97M-V/def2-TZVPD, the OMol25 dataset).

The calculation puts the gap between HOMO and LUMO at 7.80 eV. The calculation puts the HOMO energy at -0.2270 Ha.

ORCA input file:
```
! RIJCOSX wB97M-V def2-TZVPD def2/J DEFGRID3
* xyz -1 1
Ti -0.41 -0.05 1.53
N -3.26 0.77 -0.93
C -3.67 0.70 0.47
C -2.93 1.68 1.37
O -3.45 2.73 1.72
N -1.64 1.36 1.79
C -1.06 2.24 2.81
C 0.46 2.25 2.65
O 1.18 2.98 3.28
O 0.89 1.34 1.77
H -3.18 1.72 -1.25
H -2.35 0.33 -1.04
H -3.55 -0.32 0.83
H -4.72 0.97 0.54
H -1.28 1.85 3.81
H -1.44 3.25 2.74
C -0.43 3.61 -0.29
C -0.48 2.61 -1.40
C -1.17 2.71 -2.62
C -0.87 1.56 -3.30
N -0.04 0.83 -2.52
N 0.20 1.47 -1.34
B 0.74 -0.43 -2.87
N 0.14 -1.71 -2.37
C -1.17 -2.04 -2.34
C -1.27 -3.34 -1.91
C 0.07 -3.74 -1.70
C 0.58 -5.06 -1.22
N 0.91 -2.76 -1.98
N 2.20 -0.21 -2.19
C 3.09 0.59 -2.74
C 3.95 1.12 -1.78
C 3.52 0.61 -0.57
C 4.01 0.82 0.81
N 2.46 -0.20 -0.85
N 1.01 -0.52 -4.37
C 1.28 -1.67 -5.04
C 1.64 -1.34 -6.32
C 1.57 0.07 -6.36
C 1.83 0.98 -7.51
N 1.20 0.55 -5.18
H -0.33 4.62 -0.69
H 0.42 3.41 0.36
H -1.35 3.58 0.31
H -1.80 3.52 -2.96
H -1.14 1.22 -4.28
H -1.94 -1.33 -2.59
H -2.16 -3.90 -1.72
H 0.42 -5.84 -1.96
H 0.06 -5.37 -0.31
H 1.65 -5.00 -1.01
H 3.03 0.79 -3.80
H 4.77 1.79 -1.93
H 4.94 1.39 0.79
H 4.18 -0.14 1.31
H 3.25 1.36 1.39
H 1.18 -2.62 -4.54
H 1.90 -2.01 -7.12
H 2.33 0.45 -8.32
H 2.45 1.82 -7.21
H 0.90 1.39 -7.90
C 1.07 -4.33 2.63
Si 2.17 -2.85 2.42
C 3.84 -3.38 1.76
C 2.35 -1.92 4.01
C 1.63 -1.67 1.05
C 1.87 -0.97 0.09
H 1.55 -4.97 3.37
H 0.94 -4.91 1.71
H 0.10 -4.04 3.03
H 4.28 -4.14 2.41
H 4.54 -2.55 1.70
H 3.74 -3.82 0.76
H 3.06 -2.46 4.65
H 1.39 -1.87 4.53
H 2.72 -0.90 3.87
F -1.21 -0.99 0.26
Sb -2.69 -3.23 2.46
F -3.98 -2.89 0.96
F -2.68 -1.29 2.58
F -0.18 -0.73 3.13
F -4.22 -3.55 3.56
F -1.62 -3.11 4.18
*
```

So, what does the Löwdin scheme give us? The charges, in e, come out as: 1.13, 0.04, -0.19, -0.46, 0.05, -0.09, -0.12, -0.60, 0.09, -0.18, 0.05, 0.02, 0.07, 0.12, 0.15, 0.13, -0.01, -0.35, -0.04, -0.08, 0.01, 0.13, -0.66, -0.02, -0.07, -0.01, -0.35, -0.04, 0.11, 0.14, 0.00, 0.04, -0.20, 0.02, 0.03, -0.01, -0.06, -0.03, -0.37, -0.04, 0.10, 0.08, 0.07, 0.07, 0.10, 0.12, 0.12, 0.11, 0.07, 0.06, 0.07, 0.13, 0.11, 0.09, 0.08, 0.09, 0.12, 0.09, 0.07, 0.07, 0.07, -0.16, 0.47, -0.17, -0.17, -0.04, -0.09, 0.05, 0.02, -0.03, 0.03, 0.02, 0.03, 0.04, 0.03, 0.04, -0.32, 1.47, -0.59, -0.48, -0.31, -0.49, -0.59

=====

Let's list ΔE to the lowest compared entry with this formula, charge and spin in order: 63.1; 382.2; 150.8 kJ/mol.
Let's list max |F| in order: 2.90; 4.63; 0.75 eV/Å.